Computed, not measured: C4H6 in the gas phase, with the ωB97M-V functional and the def2-TZVPD basis.

Each line ends with the Löwdin charge.
Element x y z (Å)
1 C -0.5811 -0.9945 -0.9118  -0.113
2 C 0.4159 -0.6102 0.1424  -0.189
3 C 0.3684 0.6145 0.6520  -0.293
4 C 0.1123 1.9325 0.6544  0.092
5 H -0.0346 -1.1148 -1.8530  0.073
6 H -1.3480 -0.2235 -1.0465  0.077
7 H -1.0696 -1.9455 -0.6868  0.066
8 H 1.2058 -1.3170 0.3697  0.096
9 H 1.2735 1.1882 1.1763  0.156
10 H -0.3426 2.4701 1.5032  0.034

HOMO level (eV): -7.69
Energy relative to the best compared isomer or geometry (same formula, charge and spin) (kcal per mole): 81.32
Kohn-Sham gap (eV): 8.26
E_LUMO (eV): 0.570

Computed, not measured: 30 unconnected molecules or ions with the total composition C4H65N2O34P2S at a distorted geometry, with the ωB97M-V functional and the def2-TZVPD basis.

Each line ends with the Löwdin charge.
Element x y z (Å)
1 O -2.0640 2.9257 -0.8228  -0.298
2 P -0.9977 1.8033 -0.8553  0.694
3 O -0.6304 1.3514 0.7608  -0.159
4 O -1.6413 0.4804 -1.7168  -0.157
5 C 0.5262 2.5436 -1.7609  -0.153
6 C 0.8284 2.2948 -3.2796  0.071
7 C 2.0697 2.9189 -3.9921  0.083
8 C 2.9517 3.7981 -2.9742  -0.147
9 P 4.5140 4.7112 -3.5474  0.398
10 O 3.9903 5.7483 -4.8289  -0.246
11 O 5.7755 3.6908 -4.0500  -0.185
12 S 5.2343 5.8746 -2.1482  0.430
13 N 2.4712 3.8426 -1.5930  -0.003
14 N 1.4231 3.3309 -0.9787  0.108
15 H -0.3982 0.3727 0.7997  0.064
16 H -1.8317 0.8043 -2.6393  0.092
17 H 0.0807 1.6567 -3.8766  0.124
18 H 2.3381 2.7727 -5.0928  0.098
19 H 3.5981 6.5517 -4.4056  0.092
20 H 5.5038 3.0843 -4.7919  0.057
21 H 3.1005 4.4058 -0.9666  0.145
22 O -1.7854 -0.4522 2.7061  -0.053
23 H -1.8697 0.3834 2.2273  0.005
24 H -2.6695 -0.6013 3.0686  0.060
25 O -3.1286 1.9901 3.1362  -0.060
26 H -2.4463 2.4880 2.6698  0.017
27 H -3.6555 2.6714 3.5720  0.050
28 O -2.3775 4.8436 -3.2780  -0.062
29 H -1.9318 4.3611 -2.5697  -0.012
30 H -3.2455 4.4227 -3.3369  0.056
31 O 3.5188 0.7597 -5.3633  -0.052
32 H 3.9684 0.2774 -4.6555  0.067
33 H 2.6518 0.3368 -5.4191  0.072
34 O 3.7621 0.7441 -1.8848  -0.046
35 H 4.7167 0.6955 -2.0356  0.061
36 H 3.5930 1.6797 -1.7324  -0.007
37 O -3.2301 -2.7637 1.1631  -0.043
38 H -2.9035 -1.9621 1.5927  -0.002
39 H -2.5104 -3.0194 0.5708  0.053
40 O -4.5977 -5.1381 -0.6691  -0.046
41 H -4.2760 -4.3329 -0.2435  0.014
42 H -3.8797 -5.3912 -1.2642  0.033
43 O 5.2686 -1.5923 -0.1814  -0.060
44 H 4.4716 -1.4670 -0.7112  0.007
45 H 4.9380 -1.6753 0.7241  0.022
46 O -5.9491 -6.9434 1.7692  -0.063
47 H -5.4477 -6.6381 0.9998  0.008
48 H -6.8707 -6.8647 1.4937  0.042
49 O 6.0838 8.5093 -4.0842  -0.084
50 H 6.4726 7.8189 -3.5305  -0.029
51 H 6.7322 8.6368 -4.7887  0.045
52 O 0.1413 -1.7620 0.6732  -0.040
53 H 0.5340 -2.4525 1.2252  0.054
54 H 0.7921 -1.6278 -0.0283  0.051
55 O -1.3342 -3.3880 3.5702  -0.043
56 H -1.4211 -2.5497 3.0993  -0.010
57 H -2.2130 -3.5447 3.9390  0.051
58 O 5.5637 1.9314 -6.7089  -0.055
59 H 4.6582 1.5869 -6.6584  0.002
60 H 5.5783 2.4416 -7.5291  0.054
61 O -5.8000 -0.8696 0.9489  -0.054
62 H -5.7777 -0.4740 0.0663  0.044
63 H -4.9915 -1.3975 0.9886  0.014
64 O -3.6604 7.4497 -4.6492  -0.062
65 H -3.2775 6.7555 -4.0966  -0.007
66 H -3.0073 7.5796 -5.3478  0.034
67 O 8.3325 6.0721 -0.5444  -0.072
68 H 7.5355 6.1961 -1.0756  -0.071
69 H 8.0020 5.9887 0.3591  0.039
70 O 1.7905 -4.5850 4.0561  -0.057
71 H 0.9859 -4.4645 3.5324  0.025
72 H 1.4670 -4.6845 4.9627  0.058
73 O -5.8050 2.0705 1.4149  -0.069
74 H -4.9921 1.6437 1.7170  -0.007
75 H -6.4664 1.7971 2.0627  0.043
76 O -7.9706 -0.2770 -0.5777  -0.069
77 H -7.5151 -0.7541 0.1320  -0.005
78 H -8.8330 -0.7067 -0.6341  0.042
79 O -1.6863 4.0804 3.7897  -0.045
80 H -0.7322 4.0473 3.6413  0.066
81 H -1.8639 5.0159 3.9588  0.063
82 O -3.9901 -4.4069 -3.5232  -0.067
83 H -4.8846 -4.7667 -3.4587  0.043
84 H -3.9992 -3.9029 -4.3464  0.038
85 O 2.4094 -6.8095 5.8905  -0.050
86 H 2.4176 -6.4065 5.0108  0.015
87 H 3.2200 -7.3346 5.9147  0.055
88 O 1.7344 -5.5831 1.2030  -0.062
89 H 2.1990 -6.0643 1.8999  0.035
90 H 0.8719 -6.0164 1.1548  0.045
91 O -1.5958 -6.3216 5.1665  -0.047
92 H -1.6876 -5.4832 4.6962  0.001
93 H -2.4733 -6.4792 5.5364  0.038
94 O 4.0339 -2.7194 3.0353  -0.063
95 H 4.4990 -3.1997 3.7312  0.043
96 H 3.1708 -3.1542 2.9890  -0.001
97 O 2.7151 4.3648 -6.9429  -0.061
98 H 3.0506 5.1759 -6.5315  0.013
99 H 3.4258 4.0927 -7.5374  0.042
100 O 2.0868 -7.7939 8.6583  -0.064
101 H 2.0964 -7.3922 7.7775  -0.014
102 H 2.8959 -8.3194 8.6860  0.031
103 O -3.8383 4.5986 6.0387  -0.051
104 H -3.5126 5.3984 6.4710  0.042
105 H -3.1190 4.3408 5.4478  -0.011
106 O -2.9594 -7.8995 3.0603  -0.065
107 H -3.7632 -7.7770 2.5364  0.010
108 H -3.2828 -7.9997 3.9633  0.027

Total charge: +1
HOMO level (eV): -11.95
Kohn-Sham gap (eV): 5.44
E_LUMO (eV): -6.508

Computed, not measured: a molecular structure, C4H6AgO7 at a distorted geometry, with the ωB97M-V functional and the def2-TZVPD basis.

Each line ends with the Mulliken spin population.
Element x y z (Å)
1 O -0.6737 -0.8110 1.1654  0.001
2 C -0.3128 0.2083 0.3158  0.006
3 C 0.2709 -0.3369 -0.9814  0.002
4 O -0.7198 -1.0632 -1.7072  0.000
5 C -1.7633 -0.3409 -2.0681  0.000
6 O -2.0577 0.6607 -1.4293  0.000
7 O -2.5926 -1.0571 -2.7827  0.000
8 H -1.3289 -0.5219 1.8121  0.000
9 H -0.9232 1.1046 0.4557  0.004
10 H 1.0604 -1.0681 -0.7741  0.001
11 H 0.6150 0.5036 -1.5922  0.000
12 H -3.4422 -0.6030 -2.8760  0.000
13 O 1.7575 -0.8050 2.2275  -0.004
14 C 1.9369 0.3961 1.7539  -0.072
15 O 1.0476 0.9592 0.9871  -0.008
16 O 3.0029 0.9782 1.9811  0.134
17 Ag 3.2178 2.9761 1.5948  1.930
18 H 0.9050 -1.1796 1.9174  0.005

Total charge: +1
HOMO level (alpha / beta) (eV): -11.52 / -14.59
Energy relative to the best compared isomer or geometry (same formula, charge and spin) (kcal per mole): 9.34
Kohn-Sham gap (alpha / beta) (eV): 8.47 / 5.85
Spin multiplicity: 3
E_LUMO (alpha / beta) (eV): -3.044 / -8.739